[1]
8
Properties=species:S:1:pos:R:3 method="wB97M-V/def2-TZVPD" relative_energy_kcal_mol=1.52 smiles=C.O e_tot_ev=-3181.609
C 0.398 -0.157 -1.137
H 1.176 -0.924 -1.010
H -0.299 -0.196 -0.287
H 0.866 0.837 -1.183
H -0.153 -0.345 -2.071
O -0.916 0.561 1.979
H 0.031 0.486 2.237
H -1.102 -0.261 1.472

***

[2]
126
Properties=species:S:1:pos:R:3 method="wB97M-V/def2-TZVPD" relative_energy_kcal_mol=97.36 smiles="O=S1(=O)CCCC1.O=S1(=O)CCCC1.O=S1(=O)CCCC1.O=S1(=O)CCCC1.O=S1(=O)CCCC1.O=S1(=O)CCCC1.Fc1ccccc1.Fc1ccccc1.Fc1ccccc1" e_tot_ev=-142290.509
F 2.948 -0.479 1.098
C 3.586 -1.528 0.539
C 4.968 -1.624 0.500
C 5.612 -2.844 0.155
C 4.850 -3.844 -0.320
C 3.436 -3.848 -0.054
C 2.784 -2.729 0.386
H 5.464 -0.758 0.733
H 6.816 -3.018 -0.012
H 5.234 -4.896 -0.629
H 2.968 -4.826 -0.283
H 1.752 -2.918 0.688
F 2.760 0.287 -1.651
C 2.752 1.057 -2.734
C 1.738 0.854 -3.618
C 1.770 1.672 -4.851
C 2.819 2.557 -4.958
C 3.898 2.621 -4.067
C 3.807 1.950 -2.876
H 0.937 0.198 -3.518
H 0.892 1.529 -5.488
H 2.896 3.247 -5.945
H 4.805 3.368 -4.159
H 4.643 1.993 -2.177
F -4.309 3.206 -3.495
C -3.349 3.551 -2.650
C -1.966 3.386 -2.971
C -0.927 3.890 -2.080
C -1.455 4.649 -0.914
C -2.796 4.656 -0.628
C -3.713 4.120 -1.588
H -1.676 3.066 -3.800
H -0.061 3.718 -2.098
H -0.811 5.321 -0.182
H -3.244 5.184 0.327
H -4.799 4.315 -1.181
C -1.111 4.896 3.083
C -1.938 5.922 3.876
C -2.148 5.365 5.181
S -2.565 3.640 4.855
O -3.912 3.498 4.556
O -1.933 2.841 5.874
C -1.660 3.499 3.256
H -0.077 5.174 3.381
H -1.270 5.266 2.092
H -2.890 6.103 3.511
H -1.432 6.941 4.085
H -2.568 5.806 5.954
H -1.237 5.449 5.782
H -2.400 3.216 2.491
H -0.956 2.809 3.253
C -1.572 -0.701 -7.912
C -2.368 0.427 -7.278
C -3.123 -0.085 -6.211
S -1.989 -1.061 -5.282
O -2.500 -2.262 -4.713
O -1.336 -0.086 -4.410
C -0.917 -1.481 -6.613
H -0.934 -0.118 -8.523
H -2.328 -1.280 -8.410
H -3.144 0.948 -7.809
H -1.784 1.151 -7.051
H -4.032 -0.833 -6.597
H -3.313 0.593 -5.467
H -1.015 -2.401 -6.812
H 0.121 -1.258 -6.468
C 2.015 1.303 4.357
C 0.907 0.703 5.090
C 1.281 0.387 6.402
S 2.604 1.531 6.846
O 3.783 0.762 7.085
O 2.051 2.391 7.806
C 2.638 2.295 5.329
H 1.776 1.451 3.305
H 2.799 0.487 4.177
H 0.586 -0.220 4.581
H 0.003 1.436 5.135
H 1.461 -0.581 6.677
H 0.480 0.490 7.048
H 3.688 2.542 5.211
H 2.135 3.267 5.508
C -2.394 -1.440 5.382
C -1.522 -2.592 6.032
C -1.401 -3.636 5.177
S -3.029 -3.824 4.398
O -3.911 -4.867 4.988
O -2.729 -3.865 2.959
C -3.696 -2.234 4.724
H -2.204 -1.008 4.541
H -2.677 -0.686 6.137
H -1.968 -2.795 6.944
H -0.514 -2.224 6.227
H -0.853 -4.534 5.577
H -0.656 -3.450 4.439
H -4.449 -2.331 5.621
H -4.114 -1.685 4.054
C 2.896 -3.643 -4.585
C 1.418 -3.466 -4.351
C 1.137 -4.097 -3.156
S 1.831 -5.752 -3.357
O 0.962 -6.541 -4.206
O 2.382 -6.221 -2.145
C 2.963 -5.187 -4.445
H 3.571 -3.219 -3.933
H 3.142 -3.308 -5.434
H 0.948 -3.702 -5.221
H 1.053 -2.419 -4.162
H 0.097 -4.208 -3.079
H 1.534 -3.662 -2.134
H 2.631 -5.831 -5.367
H 3.999 -5.247 -4.217
C -0.863 -1.693 -0.633
C -1.305 -0.346 -1.180
C -1.218 0.694 -0.211
S -1.709 -0.029 1.326
O -3.140 -0.079 1.345
O -1.088 0.542 2.457
C -1.296 -1.738 0.861
H 0.155 -1.671 -0.557
H -1.392 -2.574 -1.036
H -2.405 -0.728 -1.299
H -0.953 0.019 -2.033
H -1.716 1.568 -0.409
H -0.071 0.854 -0.039
H -1.975 -2.397 0.881
H -0.435 -2.112 1.451

***

[3]
24
Properties=species:S:1:pos:R:3 method="wB97M-V/def2-TZVPD" relative_energy_kcal_mol=93.44 total_charge=+1 s2=0.755 e_tot_ev=-11573.656 spin_multiplicity=2
C 2.013 0.053 -0.432
O 2.336 -0.461 0.852
C 0.931 -0.751 -1.086
C -0.465 -0.204 -0.820
C -1.231 -1.447 -0.171
C -1.443 0.372 -1.962
H 3.026 0.069 -0.762
H 1.672 1.069 -0.143
H 2.956 -1.201 0.879
H 1.134 -1.604 -0.528
H 1.025 -1.072 -2.092
H -0.352 0.570 -0.056
H -0.973 -1.789 0.894
H -2.372 -1.320 -0.182
H -1.104 -2.233 -0.801
H -1.759 -0.316 -2.984
H -0.882 1.250 -2.203
H -2.329 0.578 -1.556
H 0.735 2.112 2.679
H 1.979 2.277 1.755
O 0.957 2.495 1.806
H -1.215 0.881 2.194
H -2.416 -0.021 2.569
O -2.222 0.692 2.149